No. 1
The following is a quantum chemistry calculation of a molecular structure, C13H18BN8PdS, from the Open Molecules 2025 dataset.

Its lowest unoccupied orbital energy (alpha / beta) is -4.39 / -4.21 eV. For the frontier orbital gap (alpha / beta), the calculation gives 0.266 / 0.273 hartree. As for the total charge: +1.

Last column: Löwdin charge in e.
Cartesian coordinates (Å):
H 4.1757 -0.2649 -3.3079  0.106
C -0.0973 2.0849 1.4565  -0.117
N 1.5285 -0.1495 -1.4001  -0.083
H -0.0059 4.3728 -0.8599  0.134
H -1.9869 1.8259 -4.2075  0.127
C -2.0989 1.0436 -3.4746  -0.064
H 2.1810 -2.0170 4.0251  0.100
H 2.4892 -1.7238 2.2987  0.092
H -3.0937 -1.5264 -1.7566  0.103
H -0.1238 1.5686 2.4027  0.098
N -1.5597 -0.1106 -1.6709  -0.039
C 3.2477 -0.0494 -2.8092  -0.033
N 1.3217 0.8900 -2.2416  -0.013
H -0.2773 -1.9190 4.7899  0.135
C -2.6444 -0.6559 -2.2082  -0.144
H -2.3079 -2.3637 3.5874  0.132
H 0.1224 2.6868 -2.9179  0.125
N -1.2221 0.9372 -2.4618  -0.040
H 0.0113 -0.4119 3.9097  0.121
N 0.5001 -2.1439 2.8287  -0.136
C -0.0355 3.5269 -0.1933  -0.043
C -0.3373 -1.4435 3.8140  -0.086
N -1.4060 -1.8099 1.7776  0.008
B 0.0393 1.7669 -2.1534  -0.488
C -3.0349 0.0392 -3.3547  -0.048
C 2.3542 0.9657 -3.0918  -0.049
C -1.7343 -1.5275 3.1869  -0.094
C 2.6786 -0.7269 -1.7348  -0.125
H 2.2047 -3.3742 2.8880  0.099
C -0.1424 -2.3015 1.6904  -0.827
H 2.3693 1.7397 -3.8416  0.132
C -0.0719 3.4500 1.1878  -0.034
H -3.8723 -0.1610 -3.9992  0.100
N -0.0792 1.3997 0.3149  -0.094
H -0.0778 4.2652 1.8889  0.105
N -0.0440 2.2875 -0.6949  -0.015
S 0.4626 -2.8977 0.1997  0.683
H -2.3085 -0.6119 3.2906  0.126
C 1.9333 -2.3291 3.0143  -0.014
H 3.0310 -1.5871 -1.1895  0.102
H -2.0879 -2.1725 1.1277  0.135
Pd -0.0007 -0.5721 -0.1107  0.821

***

No. 2
The following is a quantum chemistry calculation of a molecular structure, C3H4I4 in a non-equilibrium geometry, from the Open Molecules 2025 dataset.

Its lowest unoccupied orbital energy is -1.19 eV. For the frontier orbital gap, the calculation gives 0.283 hartree. As for the total charge: 0. The energy above the lowest of the compared OMol25 structures with the same formula, charge and spin is 190.3 kJ/mol.

Last column: Löwdin charge in e.
Cartesian coordinates (Å):
I -3.2538 -0.0126 2.1985  0.624
C -2.8975 0.3240 0.0312  -1.757
C -0.0879 -0.0885 0.6156  -0.271
H -0.6644 0.5786 1.2093  -0.042
H 0.8907 0.3506 0.1530  0.123
I -1.3499 -2.7657 -0.3285  0.831
I -2.5833 2.5028 -0.3034  0.602
C -1.0225 -0.7362 -0.3810  -0.874
I -4.3133 -0.5911 -1.2276  0.657
H 0.1433 -0.8813 1.3077  0.033
H -0.8654 -0.4080 -1.4986  0.074

***

Table of electronic energy (eV), in record order: -40681.1881, -35575.5090